No. 1
A structure of composition C33H25BrClN5O5Zr. Source: the OMol25 dataset; level of theory: ωB97M-V/def2-TZVPD.

XYZ file:
```
71
C33H25BrClN5O5Zr ωB97M-V/def2-TZVPD
Zr -0.146 0.658 0.291
Br -2.234 -4.849 -2.911
C -2.027 -3.516 -1.589
C -3.085 -2.463 -1.588
C -2.873 -1.396 -0.494
C -1.710 -1.497 0.442
O -1.546 -0.472 1.227
C -0.765 -2.487 0.235
C 0.483 -2.348 0.905
N 0.848 -1.156 1.273
C 1.845 -0.897 2.221
C 2.837 -1.757 2.623
C 3.746 -1.385 3.626
C 3.644 -0.169 4.241
C 2.630 0.737 3.859
C 2.471 1.998 4.472
C 1.484 2.832 4.029
C 0.663 2.424 2.973
N 0.755 1.244 2.378
C 1.735 0.386 2.823
C -1.012 -3.555 -0.726
H -4.063 -2.942 -1.577
H -3.777 -1.069 0.015
H 1.083 -3.236 1.102
H 2.931 -2.733 2.164
H 4.523 -2.079 3.920
H 4.329 0.118 5.027
H 3.129 2.281 5.283
H 1.330 3.807 4.469
H -0.088 3.104 2.603
H -0.302 -4.374 -0.754
C 3.806 0.418 -0.016
C 3.063 -0.490 -0.954
C 3.838 -1.436 -1.639
C 3.268 -2.260 -2.579
C 1.921 -2.083 -2.869
C 1.213 -1.124 -2.173
N 1.747 -0.365 -1.187
C -0.224 -0.951 -2.459
C -0.779 -1.405 -3.724
C -2.097 -1.550 -3.859
C -2.974 -1.328 -2.684
C -2.382 -0.383 -1.608
N -0.923 -0.383 -1.539
C -2.882 1.010 -1.342
C -3.871 1.629 -2.067
C -4.428 2.799 -1.558
C -4.037 3.235 -0.309
C -3.017 2.568 0.365
C -2.650 2.941 1.771
N -2.390 1.520 -0.191
H 4.629 -0.119 0.449
H 3.185 0.856 0.747
H 4.236 1.236 -0.601
H 4.894 -1.507 -1.416
H 3.851 -3.006 -3.102
H 1.434 -2.701 -3.609
H -0.108 -1.578 -4.552
H -2.540 -1.851 -4.799
H -3.971 -1.014 -2.988
H -4.219 1.208 -3.000
H -5.196 3.321 -2.112
H -4.522 4.080 0.159
H -3.552 3.020 2.376
H -2.151 3.910 1.797
H -2.013 2.171 2.204
O 1.250 3.993 -1.395
Cl 0.619 2.951 -0.734
O -0.341 3.348 0.256
O -0.066 2.025 -1.617
O 1.543 2.088 -0.002
```

Results
**Frontier orbital gap**: 6.5 eV
**ΔE to the lowest compared entry with this formula, charge and spin**: 99.5 kcal/mol
**Total charge**: +2
**E_LUMO**: -6.8 eV
**HOMO**: -13.2 eV

---

No. 2
A structure of composition C33H25BrInN4O4PS2. Source: the OMol25 dataset; level of theory: ωB97M-V/def2-TZVPD.

XYZ file:
```
71
C33H25BrInN4O4PS2 ωB97M-V/def2-TZVPD
In 1.307 0.431 0.157
Br -4.158 -3.114 2.775
C -2.698 -2.548 1.699
C -3.018 -1.781 0.449
C -1.848 -1.898 -0.558
C -0.469 -1.830 0.053
O 0.468 -1.408 -0.713
C -0.305 -2.241 1.376
C 0.950 -2.101 2.012
N 1.836 -1.255 1.583
C 3.162 -1.211 2.023
C 3.649 -1.717 3.200
C 5.018 -1.629 3.516
C 5.900 -1.032 2.661
C 5.435 -0.478 1.448
C 6.276 0.181 0.525
C 5.750 0.721 -0.612
C 4.367 0.627 -0.829
N 3.565 -0.009 -0.009
C 4.066 -0.563 1.130
C -1.454 -2.754 2.116
H -3.239 -0.742 0.710
H -1.502 -1.217 -2.572
H 1.159 -2.722 2.887
H 2.977 -2.182 3.910
H 5.367 -2.038 4.455
H 6.952 -0.962 2.904
H 7.333 0.265 0.745
H 6.365 1.249 -1.327
H 3.903 1.119 -1.674
H -1.271 -3.258 3.059
N -2.078 1.810 -0.539
P -1.081 0.763 -1.449
C -1.251 1.467 -3.120
C -2.329 2.238 -3.556
C -2.370 2.717 -4.856
C -1.341 2.424 -5.741
C -0.266 1.655 -5.319
C -0.219 1.188 -4.014
C -2.026 -0.835 -1.684
C -2.139 -3.269 -1.171
C -3.434 -3.535 -1.083
C -4.148 -2.368 -0.416
C -4.458 -1.340 -1.485
C -3.474 -0.646 -2.046
C -1.887 1.812 0.834
C -2.449 2.794 1.652
C -2.267 2.688 3.012
C -1.542 1.616 3.527
C -0.997 0.719 2.640
N -1.155 0.806 1.313
H -2.359 2.691 -0.940
H -3.156 2.458 -2.892
H -3.210 3.316 -5.182
H -1.376 2.797 -6.756
H 0.542 1.430 -6.002
H 0.631 0.603 -3.679
H -1.377 -3.856 -1.667
H -3.942 -4.394 -1.499
H -5.032 -2.644 0.154
H -5.483 -1.203 -1.809
H -3.691 0.056 -2.843
H -3.007 3.612 1.215
H -2.682 3.438 3.672
H -1.376 1.504 4.588
H -0.382 -0.101 2.988
O 1.861 4.007 2.228
S 2.274 2.789 1.593
O 1.481 1.588 2.060
O 3.692 2.507 1.600
S 1.661 2.794 -0.427
```

Results
**Frontier orbital gap**: 6.9 eV
**ΔE to the lowest compared entry with this formula, charge and spin**: 0.0 kcal/mol
**E_LUMO**: -0.6 eV
**HOMO**: -7.5 eV